Entry 1:
A 3-piece molecular cluster, C3H12NO4 overall. Source: the Open Molecules 2025 dataset; level of theory: ωB97M-V with the def2-TZVPD basis set.

Total charge   -1
LUMO level   0.149 Ha
E   -477.23456 Ha
HOMO-LUMO gap   8.798 eV
ΔE to the lowest compared entry with this formula, charge and spin   15.73 kcal per mole

Each line ends with the Löwdin charge.
Cartesian coordinates (Å):
1 C -1.874 0.645 0.477  -0.25
2 O -2.335 -0.457 -0.285  -0.12
3 C -0.311 0.624 0.670  -0.36
4 C 0.332 1.353 -0.663  -0.26
5 O 1.703 1.216 -0.579  -0.18
6 N 0.071 1.317 1.865  0.02
7 H -2.472 0.609 1.422  0.10
8 H -2.264 1.479 -0.146  0.11
9 H 0.029 -0.406 0.639  0.11
10 H -0.159 0.771 -1.468  0.11
11 H 0.088 2.420 -0.680  0.10
12 H 1.979 0.174 -0.575  0.03
13 H 0.044 0.709 2.676  0.06
14 H 0.993 1.700 1.703  0.06
15 H -1.729 -1.199 -0.120  0.07
16 H 0.076 -2.817 -2.246  -0.02
17 O 0.267 -2.889 -1.316  -0.18
18 H 0.930 -2.207 -0.901  -0.05
19 H 2.660 -1.769 -0.013  -0.04
20 O 1.971 -1.274 -0.461  -0.34

---

Entry 2:
A 3-piece molecular cluster, C3H12NO4 overall. Source: the Open Molecules 2025 dataset; level of theory: ωB97M-V with the def2-TZVPD basis set.

Total charge   -1
LUMO level   0.145 Ha
E   -477.23864 Ha
HOMO-LUMO gap   8.108 eV
ΔE to the lowest compared entry with this formula, charge and spin   13.17 kcal per mole

Each line ends with the Löwdin charge.
Cartesian coordinates (Å):
1 N -2.118 1.300 -0.558  0.01
2 C -0.817 0.577 -0.529  -0.34
3 C -0.754 -0.471 -1.707  -0.21
4 O 0.512 -0.335 -2.380  -0.11
5 C -0.678 -0.197 0.831  -0.41
6 O 0.614 -0.526 1.031  -0.31
7 H -2.157 1.701 -1.486  0.05
8 H -2.875 0.646 -0.420  0.05
9 H 0.097 1.165 -0.594  0.13
10 H -0.761 -1.500 -1.323  0.11
11 H -1.516 -0.316 -2.462  0.09
12 H 1.225 -0.523 -1.776  0.02
13 H -1.244 0.425 1.555  0.09
14 H -1.365 -1.079 0.792  0.09
15 H 3.471 -0.255 -0.206  0.03
16 H 2.057 -0.600 0.212  0.00
17 O 2.763 -0.884 -0.435  -0.12
18 H 1.002 0.969 3.491  -0.01
19 H 1.125 -0.199 2.518  -0.02
20 O 1.420 0.103 3.446  -0.16

---

Entry 3:
A 2-piece molecular cluster, C3H12NOS overall. Source: the Open Molecules 2025 dataset; level of theory: ωB97M-V with the def2-TZVPD basis set.

Total charge   0
<S²>   0.75
2S+1   2
LUMO level (spin up / spin down)   0.029 / 0.020 Ha
E   -649.53404 Ha
HOMO-LUMO gap (spin up / spin down)   3.965 / 9.948 eV
ΔE to the lowest compared entry with this formula, charge and spin   17.88 kcal per mole

Each line ends with the Mulliken spin population.
Cartesian coordinates (Å):
1 C -0.439 -0.727 0.366  0.50
2 C 0.559 0.107 -0.458  0.62
3 C 1.462 0.763 0.600  -0.07
4 S 2.609 1.978 -0.099  0.01
5 N -1.371 -1.590 -0.619  0.99
6 H -1.208 -0.170 0.889  0.10
7 H 0.183 -1.472 0.859  0.12
8 H 1.183 -0.515 -1.084  0.00
9 H -0.002 0.923 -0.917  -0.02
10 H 0.940 1.114 1.487  -0.01
11 H 2.141 -0.010 0.980  -0.01
12 H 3.741 1.383 0.258  0.00
13 H -2.358 -1.361 -0.412  -0.51
14 H -1.240 -2.621 -0.510  -0.63
15 H -1.015 -1.267 -1.528  -0.20
16 H -4.339 -1.966 1.090  -0.04
17 H -5.218 -1.405 -0.001  -0.07
18 O -4.305 -1.657 0.200  0.24

---

Entry 4:
A 2-piece molecular cluster, C3H12NOS2 overall. Source: the Open Molecules 2025 dataset; level of theory: ωB97M-V with the def2-TZVPD basis set.

Total charge   +1
LUMO level   -0.131 Ha
E   -1047.58983 Ha
HOMO-LUMO gap   8.559 eV
ΔE to the lowest compared entry with this formula, charge and spin   36.56 kcal per mole

Each line ends with the Löwdin charge.
Cartesian coordinates (Å):
1 N 0.546 0.792 0.848  0.16
2 C -0.939 0.636 0.950  -0.22
3 C -1.787 1.329 -0.155  -0.50
4 S -2.591 0.036 -1.092  0.48
5 S -1.566 -0.799 -2.538  0.47
6 C -0.336 -1.935 -1.821  -0.45
7 H 0.906 1.374 0.096  0.17
8 H 0.991 -0.118 0.640  0.13
9 H 1.015 0.890 1.752  0.16
10 H -1.314 0.860 1.957  0.13
11 H -1.090 -0.468 1.034  0.11
12 H -2.421 1.932 0.471  0.08
13 H -1.175 1.993 -0.783  0.09
14 H 0.673 -1.528 -1.631  0.02
15 H -0.222 -2.712 -2.576  0.03
16 H -0.607 -2.332 -0.840  0.03
17 H 3.549 -0.511 1.754  0.07
18 H 3.440 0.642 0.772  0.08
19 O 2.928 -0.082 1.163  -0.04

---

Entry 5:
A 2-piece molecular cluster, C3H12NS overall. Source: the Open Molecules 2025 dataset; level of theory: ωB97M-V with the def2-TZVPD basis set.

Total charge   +1
LUMO level   -0.126 Ha
E   -574.15992 Ha
HOMO-LUMO gap   9.172 eV
ΔE to the lowest compared entry with this formula, charge and spin   20.72 kcal per mole

Each line ends with the Löwdin charge.
Cartesian coordinates (Å):
1 C 2.963 0.274 -0.371  0.02
2 N 1.955 -0.419 0.575  0.08
3 H 2.901 1.302 0.062  0.12
4 H 2.423 0.266 -1.309  0.09
5 H 3.846 -0.315 -0.618  0.10
6 H 2.181 -0.288 1.556  0.16
7 H 1.052 0.112 0.453  0.04
8 H 1.737 -1.398 0.379  0.14
9 C -2.606 -0.923 0.755  -0.40
10 S -1.037 -0.552 -0.046  0.77
11 C -1.480 0.971 -0.879  -0.41
12 H -2.464 -1.629 1.575  0.04
13 H -3.183 -0.037 1.085  0.06
14 H -3.343 -1.377 0.039  0.06
15 H -2.052 0.756 -1.792  0.05
16 H -0.727 1.714 -1.201  0.05
17 H -2.167 1.541 -0.263  0.04

---

Entry 6:
A 2-piece molecular cluster, C3H12NS overall. Source: the Open Molecules 2025 dataset; level of theory: ωB97M-V with the def2-TZVPD basis set.

Total charge   +1
LUMO level   -0.131 Ha
E   -574.14425 Ha
HOMO-LUMO gap   9.426 eV
ΔE to the lowest compared entry with this formula, charge and spin   30.56 kcal per mole

Each line ends with the Löwdin charge.
Cartesian coordinates (Å):
1 C -2.714 2.240 -0.260  0.04
2 N -2.132 1.113 0.630  0.13
3 H -3.344 2.884 0.462  0.14
4 H -1.931 2.779 -0.635  0.06
5 H -3.409 1.717 -0.943  0.11
6 H -1.392 0.373 0.454  0.09
7 H -2.918 0.636 1.049  0.15
8 H -1.697 1.572 1.360  0.10
9 C 1.362 -2.084 -1.372  -0.18
10 C 1.865 -0.745 -0.766  -0.58
11 S 1.026 -0.414 0.840  0.73
12 H 0.277 -2.108 -1.444  0.05
13 H 1.624 -2.843 -0.590  0.08
14 H 1.819 -2.337 -2.334  0.08
15 H 2.887 -1.053 -0.321  0.08
16 H 1.992 0.020 -1.596  0.10
17 H 1.520 0.731 1.069  -0.19

---

Entry 7:
A 2-piece molecular cluster, C3H12NS overall. Source: the Open Molecules 2025 dataset; level of theory: ωB97M-V with the def2-TZVPD basis set.

Total charge   +2
<S²>   0.75
2S+1   2
LUMO level (spin up / spin down)   -0.307 / -0.469 Ha
E   -573.67420 Ha
HOMO-LUMO gap (spin up / spin down)   12.347 / 8.871 eV
ΔE to the lowest compared entry with this formula, charge and spin   28.92 kcal per mole

Each line ends with the Mulliken spin population.
Cartesian coordinates (Å):
1 C 1.946 0.894 -1.398  0.00
2 N 1.435 1.421 -0.097  0.01
3 H 1.259 0.773 -2.299  0.00
4 H 2.429 0.001 -1.026  0.00
5 H 2.788 1.552 -1.771  0.00
6 H 1.165 2.452 -0.288  0.00
7 H 0.634 0.883 0.349  -0.01
8 H 2.100 1.516 0.674  0.00
9 C -0.355 -1.403 1.295  -0.03
10 S -1.080 0.015 0.443  0.91
11 C -2.734 -0.679 -0.044  -0.03
12 H -0.016 -1.032 2.223  0.04
13 H -0.954 -2.208 1.535  0.00
14 H 0.556 -1.806 0.774  0.05
15 H -2.702 -1.073 -1.030  0.05
16 H -3.446 0.204 0.043  0.01
17 H -3.027 -1.510 0.618  0.01

---

Entry 8:
A 3-piece molecular cluster, C3H12O2S2 overall. Source: the Open Molecules 2025 dataset; level of theory: ωB97M-V with the def2-TZVPD basis set.

Total charge   0
SMILES string   CCCSS.O.O
LUMO level   0.003 Ha
E   -1068.30068 Ha
HOMO-LUMO gap   8.501 eV
ΔE to the lowest compared entry with this formula, charge and spin   39.86 kcal per mole

Each line ends with the Löwdin charge.
Cartesian coordinates (Å):
1 C 1.334 -0.239 0.927  -0.35
2 C 1.647 0.542 -0.367  -0.14
3 C 1.360 -1.719 0.851  -0.57
4 S 0.924 -2.411 -0.759  0.44
5 S -1.154 -1.918 -1.183  0.31
6 H 0.398 0.253 1.214  0.07
7 H 1.912 0.071 1.808  0.12
8 H 1.434 1.590 -0.129  0.07
9 H 2.757 0.596 -0.433  0.08
10 H 1.181 0.208 -1.293  0.03
11 H 0.653 -2.198 1.540  0.07
12 H 2.456 -2.126 0.945  0.12
13 H -1.476 -2.619 -2.241  -0.24
14 H -3.032 1.305 -1.929  0.03
15 H -1.877 2.357 -1.604  0.03
16 O -2.823 2.212 -1.688  -0.06
17 H -1.508 0.996 0.818  0.00
18 H -2.298 1.976 1.837  0.04
19 O -1.890 1.125 1.686  -0.05